Record 1
Here is a structure of composition C33H45GeNO5OsSi4Te at a distorted geometry from OMol25. Energies are from ωB97M-V/def2-TZVPD.

Structure (XYZ):
```
91
Properties=species:S:1:pos:R:3:forces:R:3
Os 0.0862 0.2460 -0.3083 0.009 -0.253 0.134
O -2.4262 -5.1013 0.4408 0.049 0.006 0.000
C -1.8815 -3.8823 0.3983 0.023 0.126 -0.009
C -2.6299 -2.7119 0.5727 -0.004 0.041 0.028
C -1.9832 -1.5048 0.4945 0.109 -0.048 -0.082
N -0.6588 -1.4508 0.2678 -0.634 -1.235 0.443
C 0.0750 -2.5639 0.0809 0.046 0.076 -0.045
C -0.5032 -3.8021 0.1452 -0.042 -0.071 0.049
C 1.5054 -2.2412 -0.2857 0.074 -0.542 0.022
O 2.3278 -3.0968 -0.4704 -0.094 0.167 0.036
O 1.7233 -0.9369 -0.3997 -0.447 0.395 0.025
C -2.6033 -0.1356 0.5626 -0.559 -0.109 0.121
O -3.7647 0.0344 0.8178 0.209 -0.011 -0.015
O -1.7261 0.8322 0.3186 0.427 0.018 -0.301
H -3.3762 -5.0515 0.6014 -0.021 -0.016 0.005
H -3.6978 -2.7265 0.7516 -0.008 0.022 -0.024
H 0.0839 -4.6970 -0.0070 0.039 0.032 -0.026
C 1.3260 -0.9267 -3.5262 -0.079 0.103 0.200
Ge -0.0630 0.2923 -2.7937 -0.297 -0.289 -2.151
C -0.1134 1.7654 -4.1332 0.040 -0.172 0.454
C -0.1872 1.3849 -5.4714 -0.006 -0.044 0.063
C -0.2398 2.3368 -6.4784 0.005 -0.004 -0.039
C -0.2233 3.6878 -6.1598 0.007 -0.101 -0.064
C -0.1566 4.0787 -4.8318 0.066 0.082 -0.215
C -0.1016 3.1206 -3.8279 0.146 -0.136 0.035
C -1.7941 -0.6690 -2.9970 0.291 -0.071 0.131
C -1.7666 -2.0083 -3.3125 0.180 0.146 0.062
C -2.9514 -2.7544 -3.4600 -0.207 -0.092 0.024
C -4.1651 -2.1636 -3.2463 0.113 -0.134 -0.039
C -4.2471 -0.8014 -2.8744 0.150 0.107 0.084
C -5.4906 -0.1870 -2.5982 -0.061 0.108 0.013
C -5.5531 1.1198 -2.2061 -0.123 -0.120 -0.034
C -4.3759 1.8829 -2.1017 0.138 0.014 -0.027
C -3.1638 1.3215 -2.3871 0.035 0.102 0.073
C -3.0512 -0.0397 -2.7549 -0.209 -0.106 -0.086
H 1.1174 -1.1465 -4.5732 -0.059 0.022 0.001
H 1.3926 -1.8672 -2.9804 -0.018 0.010 -0.005
H 2.3035 -0.4476 -3.4659 -0.024 0.037 0.036
H -0.2123 0.3329 -5.7315 -0.019 0.014 -0.046
H -0.2957 2.0185 -7.5115 -0.013 0.029 -0.008
H -0.2689 4.4297 -6.9465 0.002 0.010 0.015
H -0.1566 5.1315 -4.5761 0.016 -0.366 -0.388
H -0.0451 3.4338 -2.7877 0.043 -0.222 -0.080
H -0.8176 -2.5103 -3.4679 -0.019 0.011 -0.051
H -2.8917 -3.7962 -3.7494 -0.017 -0.004 0.012
H -5.0799 -2.7333 -3.3596 -0.014 0.016 0.009
H -6.3958 -0.7735 -2.6998 0.004 -0.013 0.023
H -6.5080 1.5734 -1.9755 -0.003 -0.004 -0.013
H -4.4372 2.9169 -1.7878 0.019 0.006 -0.020
H -2.2614 1.9163 -2.3064 -0.035 0.027 0.010
C 1.7812 5.4214 2.7741 0.082 0.013 -0.274
Si 3.3058 5.2266 1.6978 0.054 -0.021 0.364
C 4.2581 6.8159 1.3881 -0.137 -0.275 -0.192
C 4.3719 3.7906 2.2547 -0.113 0.084 -0.263
Si 2.1803 4.5113 -0.6380 -0.146 -0.223 0.007
Te 1.3467 2.3102 0.2130 1.379 2.213 0.808
Si 0.3826 6.1552 -0.8231 -0.165 0.259 -0.004
C -0.8750 5.8472 0.5452 0.295 -0.059 -0.091
C 1.2964 7.8050 -0.6843 -0.134 -0.221 0.082
C -0.4686 6.0559 -2.5006 0.208 -0.049 0.407
Si 4.2292 4.2127 -1.9464 0.260 -0.055 -0.124
C 4.8769 5.9631 -2.2220 -0.137 -0.188 0.141
C 5.3773 3.1115 -0.9341 -0.201 0.204 -0.039
C 3.8581 3.3849 -3.5917 -0.292 0.069 0.266
H 2.0463 5.2751 3.8242 0.146 -0.019 -0.017
H 1.0333 4.6706 2.5159 -0.007 0.019 0.064
H 1.3332 6.4104 2.6790 0.024 0.004 -0.040
H 4.4370 7.3234 2.3400 -0.069 -0.080 0.081
H 3.7169 7.5073 0.7423 -0.001 0.002 0.039
H 5.2296 6.6145 0.9356 -0.014 -0.039 0.029
H 4.5682 3.8698 3.3271 -0.088 0.135 0.033
H 5.3320 3.7598 1.7424 -0.057 0.024 0.052
H 3.8580 2.8445 2.0795 0.035 0.003 0.054
H -0.5532 6.2599 1.5002 -0.007 -0.021 -0.018
H -1.0425 4.7757 0.6792 -0.045 -0.002 0.003
H -1.8356 6.3013 0.2968 0.029 0.037 -0.118
H 1.4813 8.0874 0.3537 0.017 -0.031 0.007
H 0.7064 8.6040 -1.1377 -0.050 -0.029 -0.015
H 2.2552 7.7690 -1.2062 -0.009 0.030 -0.025
H -0.7648 5.0401 -2.7652 -0.116 0.501 0.305
H 0.1706 6.4449 -3.2947 0.032 0.062 0.161
H -1.3747 6.6653 -2.4801 0.022 0.099 0.141
H 5.1372 6.4685 -1.2909 -0.012 -0.032 -0.035
H 4.1349 6.5742 -2.7402 -0.007 -0.016 -0.023
H 5.7722 5.9401 -2.8469 0.009 -0.072 -0.015
H 5.9771 3.6777 -0.2210 -0.012 0.017 -0.067
H 6.0646 2.5811 -1.5952 -0.023 0.038 -0.084
H 4.8098 2.3593 -0.3816 0.026 -0.019 -0.026
H 3.2386 4.0079 -4.2348 -0.071 0.051 -0.037
H 3.3405 2.4334 -3.4594 -0.002 -0.027 0.022
H 4.7945 3.1859 -4.1187 0.067 0.050 0.098
```
Forces are in eV/Å.

<S²>: 8.782
molar mass: 1038.51 g mol⁻¹
2S+1: 6
HOMO (alpha / beta): -0.3119 / -0.3692 Ha
LUMO energy (alpha / beta): -2.654 / -6.433 eV
charge: +1
relative energy (zero: lowest compared OMol25 entry of this formula, charge and spin): 24.78 kcal per mole

Results of the Mulliken charge analysis, in e, for atoms 1 through 5: 1.701 -0.530 1.029 -0.283 -0.256

Record 2
Here is a structure of composition C3H9N2O at a distorted geometry from OMol25. Energies are from ωB97M-V/def2-TZVPD.

Structure (XYZ):
```
15
Properties=species:S:1:pos:R:3:forces:R:3
O -2.3290 -0.6602 -0.5821 6.403 -3.766 -1.070
C -0.7005 -0.9114 -0.2936 -0.273 -0.273 2.163
N -1.0460 -1.9725 0.8915 1.724 3.590 -1.162
C -0.2606 0.5839 0.1761 1.448 -2.062 0.812
N 1.2046 0.6522 0.3926 -0.527 1.688 -2.686
C 2.0138 1.5616 -0.3991 -0.017 0.449 3.718
H -0.4266 -1.7806 1.6718 0.029 -0.781 0.914
H -2.0535 -2.0089 1.0411 -0.619 -0.769 0.160
H -0.6731 0.5699 1.1829 0.114 0.312 0.711
H -0.8830 1.2661 -0.3686 0.437 0.700 -1.028
H -1.6647 -1.5969 -0.9304 -4.607 1.822 -1.212
H 0.1504 -1.4772 -0.8983 -2.181 1.164 0.238
H 1.5745 2.5952 -0.4407 -0.747 -0.256 -0.104
H 3.0298 1.7714 0.0218 -0.701 -1.174 -0.246
H 2.0639 1.4074 -1.4651 -0.482 -0.643 -1.210
```
Forces are in eV/Å.

<S²>: 0.773
molar mass: 89.12 g mol⁻¹
2S+1: 2
HOMO (alpha / beta): -0.7944 / -0.7770 Ha
LUMO energy (alpha / beta): -13.595 / -13.819 eV
charge: +2
relative energy (zero: lowest compared OMol25 entry of this formula, charge and spin): 235.53 kcal per mole

Results of the Mulliken charge analysis, in e, for atoms 1 through 5: -0.382 0.139 -0.153 -0.564 0.131

Record 3
Here is the molecule C18H18ClN5O3 at a distorted geometry from OMol25. Energies are from ωB97M-V/def2-TZVPD.

Structure (XYZ):
```
45
Properties=species:S:1:pos:R:3:forces:R:3
C 4.7096 3.5034 -1.5223 -0.281 -0.258 0.128
C 3.2565 3.0685 -1.4106 0.141 0.328 -0.447
O 3.1032 1.9741 -0.5002 0.052 0.088 0.340
C 3.3885 0.7629 -0.9712 0.103 -0.470 -0.084
O 3.8149 0.5264 -2.0646 0.072 0.035 -0.103
C 3.1185 -0.3088 0.0892 0.219 -0.086 -0.469
C 4.1439 -0.1204 1.2171 -0.328 0.159 0.233
C 3.7451 0.8414 2.2933 0.274 0.044 0.340
O 5.1941 -0.7012 1.1909 0.093 -0.110 -0.099
C 1.6854 -0.2807 0.5249 -0.325 0.168 -0.217
N 1.3478 -0.8680 1.6556 0.596 -0.184 -0.068
C 0.0703 -0.9144 2.0577 -0.302 0.018 -0.016
C -0.1905 -1.5984 3.3546 -0.070 -0.053 0.042
N -0.9677 -0.4083 1.4169 -0.500 0.117 -0.070
C -0.6442 0.1878 0.2775 1.289 -0.050 -0.165
C 0.6692 0.2960 -0.2455 -1.383 -0.318 0.885
N 0.5764 0.9701 -1.4261 0.827 0.050 -0.385
N -0.6392 1.2573 -1.6328 -0.585 0.540 -0.839
N -1.4178 0.8175 -0.6342 0.550 -0.227 0.732
C -2.8507 0.9439 -0.6523 -0.429 -0.042 -0.036
C -3.4677 -0.4027 -0.9353 -0.117 0.019 0.111
C -3.2852 -0.9774 -2.1883 -0.089 -0.045 0.057
C -3.7905 -2.2306 -2.4791 0.056 0.035 -0.074
C -4.4898 -2.9313 -1.5103 -0.004 0.024 0.053
C -4.6786 -2.3791 -0.2568 -0.008 -0.024 0.028
C -4.1646 -1.1229 0.0292 0.025 -0.052 -0.279
Cl -4.4163 -0.4728 1.6100 -0.152 0.032 0.245
H 4.7791 4.3695 -2.1740 0.030 0.114 -0.066
H 5.1047 3.7630 -0.5427 0.052 0.072 0.063
H 5.3069 2.6981 -1.9419 0.064 -0.005 -0.045
H 2.8673 2.7615 -2.3856 -0.031 0.068 0.166
H 2.6336 3.8638 -0.9965 0.033 -0.125 -0.066
H 3.3254 -1.2776 -0.3814 -0.009 0.204 0.063
H 3.3001 1.7329 1.8597 -0.060 0.052 0.018
H 2.9975 0.3517 2.9155 -0.007 0.039 0.037
H 4.6080 1.0973 2.9024 0.044 0.009 -0.022
H 0.2355 -1.0131 4.1677 0.039 0.014 0.090
H -1.2603 -1.7022 3.5048 -0.033 -0.025 0.057
H 0.2917 -2.5726 3.3590 0.028 -0.068 0.050
H -3.0947 1.6576 -1.4427 0.051 -0.043 0.148
H -3.1833 1.3242 0.3162 0.078 0.048 -0.220
H -2.7328 -0.4265 -2.9360 0.066 0.059 -0.091
H -3.6383 -2.6591 -3.4575 0.011 -0.038 -0.091
H -4.8881 -3.9104 -1.7278 -0.042 -0.088 -0.011
H -5.2193 -2.9180 0.5054 -0.039 -0.023 0.082
```
Forces are in eV/Å.

molar mass: 387.83 g mol⁻¹
HOMO: -0.3497 Ha
LUMO energy: -0.100 eV
charge: 0
relative energy (zero: lowest compared OMol25 entry of this formula, charge and spin): 0.11 kcal per mole

Results of the Mulliken charge analysis, in e, for atoms 1 through 5: -1.159 -0.351 -0.224 0.007 -0.615